This record from OMol25 describes C38H35N3O in the gas phase. The level of theory is ωB97M-V/def2-TZVPD.

As for the frontier orbital gap: 6.77 eV. The highest occupied orbital energy is -6.520 eV. The SMILES is N#C[C@](C(=O)c1ccccc1)(c1ccccc1)C(c1cc2c3c(c1)CCN3CCC2)c1cc2c3c(c1)CCN3CCC2. The value obtained for the LUMO energy is 0.0090 Ha. The energy relative to the best compared isomer or geometry (same formula, charge and spin) comes out at 42.31 kJ/mol. For the energy, the calculation gives -1708.47994 Eh.

```
! wB97M-V def2-TZVPD RIJCOSX def2/J DEFGRID3
* xyz 0 1
H -4.4974 -3.5890 -3.3031
C 0.1650 5.3243 2.4652
C 1.4624 2.6859 -1.7028
H -0.0021 -1.4366 -3.1540
H -0.7295 5.7510 1.9883
H -3.8864 0.0446 1.1024
C 1.1265 4.2892 0.0427
N 1.5967 5.4828 0.4679
H -2.3746 -3.1825 -4.2212
C -1.9353 -2.0429 -2.4312
H 3.5377 4.7856 -1.9679
H -3.7565 -4.6719 -2.1516
H -5.9168 -2.1531 -1.4637
C 1.6666 -1.5707 2.3223
C 0.4062 3.4077 0.8675
H 3.7477 -1.3759 -1.7397
C -2.9785 -0.6098 -0.6765
C 2.8869 -2.0481 -1.5923
C 1.6826 3.9589 -1.2045
C 1.5999 -0.3603 1.3897
C 0.7189 1.7938 -0.9076
H -1.6004 -4.1122 -2.9438
C 0.5339 -2.4725 4.2665
C 0.2246 2.1223 0.3486
C 1.8977 -1.7373 -0.6793
H -1.8384 1.1634 -0.2300
C -0.8028 -1.2645 -2.4366
C -1.8288 0.2054 -0.7436
C -0.7020 -0.2185 -1.4852
C -3.6865 -3.6569 -2.5616
C 0.7494 -1.4375 3.3771
C 0.6826 0.3313 -1.2492
H 1.6785 -5.1205 -2.5880
H -0.0023 -4.5684 -0.8318
C -4.9439 -1.7205 0.4393
H -5.4534 -3.5978 -0.5554
C 0.8053 -3.8678 -1.0403
C 1.7410 -4.1580 -2.0532
H -4.8993 0.2892 -0.3264
H -0.1711 -2.3337 5.0904
C 2.4907 -2.7037 2.2773
C 2.5275 5.1021 -1.6711
H 0.1792 5.5530 3.5377
H 3.3681 -2.7363 1.6398
C 1.7300 -0.3371 -0.1775
C 2.7777 -3.2384 -2.2993
C 1.2493 -3.6746 4.1449
H 0.2521 -2.5238 0.5229
C -2.3019 -3.2959 -3.1360
C -4.1950 -0.4026 0.1577
C 1.3897 5.9533 1.8043
H -0.9569 3.4754 2.5012
H 0.9581 -4.5491 4.7377
C 2.2482 -3.7619 3.1555
C 0.9013 -2.6680 -0.3378
O 1.4954 0.6994 1.9660
C 2.5217 6.0705 -0.4682
H 2.1751 7.0580 -0.7764
H -5.9375 -1.5063 0.8550
C -5.1232 -2.5890 -0.8139
H 0.2613 -0.4621 3.5333
H -4.3929 -2.2898 1.1974
C 0.0654 3.8010 2.2654
H 2.8461 -4.6661 3.1245
C -2.9532 -1.7100 -1.5471
H 3.5151 6.1788 -0.0252
C 3.0393 0.4671 -0.1858
H 2.0627 5.5894 -2.5416
H 1.8971 2.3575 -2.6523
H 2.2966 5.7757 2.4046
H 1.3226 0.1017 -2.1208
H 0.7119 3.2232 2.9550
H -0.2531 1.3607 0.9847
N -3.9051 -2.6772 -1.5321
H 1.2755 7.0407 1.7391
N 4.0245 1.1546 -0.1034
H 3.5325 -3.4987 -3.0424
*
```